# C52H64Ge2N2O3S4Ta

C52H64Ge2N2O3S4Ta as an isolated structure (ωB97M-V/def2-TZVPD, the Open Molecules 2025 dataset).

The HOMO-LUMO gap comes out at 8.0166 eV. Its spin multiplicity is 1. Its total charge is +1.

Structure (XYZ):
```
128
Properties=species:S:1:pos:R:3:forces:R:3:mulliken_charge:R:1
Ta -1.112 0.692 -2.351 -0.5 0.0 0.2 1.5987
C -1.472 3.932 5.440 0.0 0.0 0.0 -1.7354
C -0.378 3.327 4.602 0.0 0.0 0.0 0.7340
C 0.167 2.089 4.918 0.0 0.0 0.0 -0.5612
C 1.177 1.519 4.155 0.0 0.0 0.0 1.1736
C 1.710 0.154 4.497 0.0 0.0 0.0 -1.6842
C 1.670 2.223 3.052 0.0 0.0 0.0 0.4593
C 1.145 3.476 2.717 0.0 0.0 0.0 1.6109
C 1.671 4.262 1.542 0.0 0.0 0.0 -1.7095
C 0.119 4.002 3.494 0.0 0.0 0.0 -1.2939
C 2.810 1.665 2.266 0.0 0.0 0.0 -0.7544
C 4.097 1.847 2.767 0.0 0.0 0.0 -0.3636
C 5.204 1.426 2.052 0.0 0.0 0.0 -1.1813
C 5.037 0.814 0.819 0.0 0.0 0.0 -0.0951
C 3.767 0.603 0.298 0.0 0.0 0.0 -0.0123
C 2.644 1.020 1.035 0.1 0.0 0.0 0.2617
Ge 0.880 0.840 0.228 0.1 0.0 0.1 -0.4851
S 0.729 2.077 -1.585 0.0 0.1 0.0 -0.7394
S -0.951 0.982 1.524 0.0 0.0 -0.1 0.5108
Ge -1.749 -0.825 0.435 0.0 0.0 0.1 -0.5311
S -2.974 -0.508 -1.392 0.0 0.0 0.0 -0.6649
S 0.169 -1.089 -0.740 0.2 -0.2 0.0 -0.1251
C -2.588 -2.122 1.615 0.0 -0.1 0.0 0.0547
C -2.141 -3.439 1.730 0.0 0.0 0.0 -0.4109
C -2.792 -4.293 2.618 0.0 0.0 0.0 -0.1027
C -3.876 -3.853 3.360 0.0 0.0 0.0 -1.0921
C -4.336 -2.552 3.212 0.0 0.0 0.0 -0.1543
C -3.703 -1.678 2.340 0.0 0.0 0.0 0.0505
C -4.225 -0.293 2.135 0.0 0.0 0.0 0.2265
C -3.790 0.759 2.942 0.0 0.0 0.0 0.4594
C -2.892 0.530 4.127 -0.1 0.0 0.1 -0.6670
C -4.230 2.052 2.658 0.0 0.0 0.0 -0.7938
C -5.105 2.313 1.615 0.0 0.0 0.0 0.3501
C -5.549 3.716 1.299 0.0 0.0 0.0 -1.5534
C -5.576 1.237 0.863 0.0 0.0 0.0 -0.7760
C -5.160 -0.061 1.110 0.0 0.0 0.0 1.4602
C -5.745 -1.209 0.331 0.0 0.0 0.0 -1.4270
C -1.016 -3.982 0.914 0.0 0.0 0.0 0.3767
C -1.246 -4.405 -0.398 0.0 0.0 0.0 1.0969
C -2.604 -4.295 -1.046 0.0 0.0 0.0 -1.5648
C -0.188 -4.948 -1.122 0.0 0.0 0.0 -1.1456
C 1.068 -5.123 -0.560 0.0 0.0 0.0 0.6176
C 2.176 -5.783 -1.335 0.0 0.0 0.0 -1.8812
C 1.264 -4.713 0.755 0.0 0.0 0.0 -0.8439
C 0.250 -4.122 1.494 0.0 0.0 0.0 1.3512
C 0.513 -3.643 2.898 0.0 0.0 0.0 -1.6540
C 3.627 -0.092 -1.018 0.0 0.0 0.0 1.3018
C 3.678 0.610 -2.222 -0.1 0.0 0.0 0.3349
C 3.962 2.088 -2.275 0.0 0.0 0.0 -1.5355
C 3.483 -0.087 -3.412 0.0 0.0 0.0 -0.7977
C 3.265 -1.455 -3.434 0.0 0.0 0.0 0.3877
C 3.024 -2.190 -4.724 0.0 0.0 0.0 -1.6150
C 3.292 -2.147 -2.225 0.0 0.0 0.0 -0.5219
C 3.483 -1.488 -1.021 0.0 0.0 0.0 0.7062
C 3.561 -2.260 0.265 0.0 0.0 0.0 -1.5481
H -1.805 3.243 6.216 0.0 0.0 0.0 0.3029
H -2.336 4.197 4.827 0.0 0.0 0.0 0.3227
H -1.130 4.846 5.928 0.0 0.0 0.0 0.4674
H -0.213 1.545 5.777 0.0 0.0 0.0 0.3926
H 1.096 -0.320 5.262 0.0 0.0 0.0 0.4491
H 2.736 0.204 4.870 0.0 0.0 0.0 0.3545
H 1.724 -0.495 3.618 0.0 0.0 0.0 0.1321
H 2.757 4.196 1.466 0.0 0.0 0.0 0.3229
H 1.400 5.314 1.635 0.0 0.0 0.0 0.5357
H 1.260 3.903 0.594 0.0 0.0 0.0 0.1023
H -0.287 4.977 3.238 0.0 0.0 0.0 0.4466
H 4.218 2.345 3.722 0.0 0.0 0.0 0.5691
H 6.198 1.581 2.450 0.0 0.0 0.0 0.4442
H 5.898 0.487 0.248 0.0 0.0 0.0 0.5722
H -2.444 -5.314 2.711 0.0 0.0 0.0 0.5957
H -4.373 -4.528 4.045 0.0 0.0 0.0 0.4320
H -5.199 -2.208 3.770 0.0 0.0 0.0 0.5446
H -2.277 -0.363 4.019 0.0 0.0 0.0 0.1809
H -3.496 0.409 5.030 0.0 0.0 0.0 0.5673
H -2.229 1.381 4.277 0.0 0.0 0.0 -0.3961
H -3.872 2.872 3.274 0.0 0.0 0.0 0.3754
H -5.212 4.419 2.060 0.0 0.0 0.0 0.3780
H -6.636 3.779 1.236 0.0 0.0 0.0 0.3881
H -5.149 4.044 0.337 0.0 0.0 0.0 0.2902
H -6.297 1.418 0.071 0.0 0.0 0.0 0.4718
H -6.290 -0.849 -0.541 0.0 0.0 0.0 0.4158
H -6.441 -1.775 0.955 0.0 0.0 0.0 0.3615
H -4.981 -1.910 -0.007 0.0 0.0 0.0 0.2028
H -3.411 -4.406 -0.322 0.0 0.0 0.0 0.2742
H -2.724 -5.065 -1.808 0.0 0.0 0.0 0.6109
H -2.733 -3.326 -1.534 0.0 0.0 0.0 0.0799
H -0.363 -5.271 -2.143 0.0 0.0 0.0 0.4423
H 2.039 -5.655 -2.409 0.0 0.0 0.0 0.3751
H 2.204 -6.855 -1.132 0.0 0.0 0.0 0.4387
H 3.153 -5.379 -1.062 0.0 0.0 0.0 0.3775
H 2.235 -4.854 1.217 0.0 0.0 0.0 0.5391
H 1.580 -3.670 3.122 0.0 0.0 0.0 0.4184
H -0.002 -4.259 3.638 0.0 0.0 0.0 0.4284
H 0.158 -2.618 3.042 0.0 0.0 0.0 0.1342
H 3.722 2.590 -1.338 0.0 0.0 0.0 0.1808
H 3.377 2.560 -3.066 0.0 0.0 0.0 0.0737
H 5.021 2.265 -2.482 0.0 0.0 0.0 0.5183
H 3.493 0.466 -4.348 0.0 0.0 0.0 0.4512
H 2.951 -1.498 -5.564 0.0 0.0 0.0 0.2080
H 2.096 -2.763 -4.677 0.0 0.0 0.0 0.3216
H 3.832 -2.892 -4.937 0.0 0.0 0.0 0.4355
H 3.156 -3.224 -2.220 0.0 0.0 0.0 0.3973
H 3.572 -3.327 0.064 0.0 0.0 0.0 0.3740
H 2.707 -2.053 0.917 0.0 0.0 0.0 0.0522
H 4.462 -2.001 0.825 0.0 0.0 0.0 0.4997
O -2.492 2.451 -1.090 0.0 0.2 0.0 -0.4980
H -2.548 2.283 -0.135 -0.1 -0.2 0.0 0.0092
H -1.986 3.272 -1.167 0.0 0.0 -0.1 0.2708
O -1.429 2.536 -3.503 -0.1 0.1 -0.1 -0.6884
H -2.269 2.395 -3.980 0.0 0.1 0.0 0.3600
H -0.700 2.652 -4.175 0.1 0.1 0.0 0.5138
O -3.833 1.479 -3.631 0.0 0.0 0.1 -0.6471
H -4.213 1.602 -2.749 0.0 0.0 0.0 0.2918
H -4.325 0.760 -4.043 0.0 0.0 0.0 0.2987
C -0.678 -0.323 -3.895 0.2 -0.2 -0.4 -0.2486
H 0.217 -0.125 -4.493 -0.1 0.0 0.0 0.1758
H -1.311 -1.113 -4.304 0.1 0.0 0.0 0.3681
C 3.099 1.552 -7.298 0.0 0.0 0.0 -0.9661
N 2.885 2.528 -6.233 -0.1 0.0 0.1 0.1064
C 3.893 3.565 -6.029 0.0 0.0 0.0 -0.9476
C 1.707 2.630 -5.660 0.0 0.0 0.0 0.2906
N 0.680 2.715 -5.135 0.1 0.0 -0.1 -0.5934
H 4.032 1.017 -7.115 0.0 0.0 0.0 0.3218
H 3.154 2.047 -8.268 0.0 0.0 0.0 0.3312
H 2.278 0.839 -7.308 0.0 0.0 0.0 0.3144
H 4.846 3.098 -5.776 0.0 0.0 0.0 0.3178
H 3.589 4.212 -5.211 0.0 0.0 0.0 0.3410
H 4.014 4.164 -6.934 0.0 0.0 0.0 0.3218
```
Positions in Å, forces in eV/Å.